1) Formula: C2H7OS
Source: the OMol25 dataset
Level of theory: the ωB97M-V functional and the def2-TZVPD basis

```
! wB97M-V def2-TZVPD RIJCOSX def2/J DEFGRID3
* xyz -1 1
O 1.866 2.771 0.337
H 2.050 1.955 0.835
C 0.555 -0.788 -1.123
S -1.240 -0.695 -1.190
C -1.540 -1.076 0.547
H 1.005 -0.905 -0.149
H 1.008 -0.325 -1.992
H 0.949 2.518 0.120
H -0.914 -1.901 0.792
H -1.150 -0.239 1.132
H -2.590 -1.315 0.690
*
```

Values from the calculation:
HOMO energy, eV: -0.475

***

2) Formula: C2H7OS
Source: the OMol25 dataset
Level of theory: the ωB97M-V functional and the def2-TZVPD basis

```
! wB97M-V def2-TZVPD RIJCOSX def2/J DEFGRID3
* xyz -1 1
O -0.637 -2.586 1.018
H -0.627 -1.942 0.287
C -1.274 0.857 0.090
S 0.272 0.242 -0.307
C 1.370 1.666 -0.741
H -1.582 0.908 1.130
H -2.027 1.030 -0.674
H -1.034 -2.036 1.704
H 0.864 2.587 -0.455
H 1.507 1.748 -1.825
H 2.341 1.583 -0.235
*
```

Values from the calculation:
HOMO energy, eV: -1.564

***

3) Formula: C2H7OS
Source: the OMol25 dataset
Level of theory: the ωB97M-V functional and the def2-TZVPD basis

```
! wB97M-V def2-TZVPD RIJCOSX def2/J DEFGRID3
* xyz -1 1
O -3.140 1.502 1.311
H -2.309 1.148 0.903
C 1.150 -1.296 -0.879
C 1.060 0.152 -0.380
S -0.298 0.281 0.869
H 0.266 -1.861 -0.575
H 1.960 -1.777 -0.326
H 1.131 -1.579 -1.939
H 1.987 0.371 0.146
H 0.959 0.935 -1.084
H -2.768 2.123 1.953
*
```

Values from the calculation:
HOMO energy, eV: -2.592

***

Which is the most stable structure? 3) is the most stable.

***

1) Formula: C4H10NO3
Source: the OMol25 dataset
Level of theory: the ωB97M-V functional and the def2-TZVPD basis

```
! wB97M-V def2-TZVPD RIJCOSX def2/J DEFGRID3
* xyz -1 1
O -2.964 0.293 -1.745
C -2.003 -0.404 -1.464
N -1.072 -0.142 -0.534
C -0.037 -1.095 -0.161
C 0.995 -0.436 0.761
C 0.489 0.051 2.148
O 1.374 0.887 2.733
H -1.828 -1.341 -2.012
H -1.191 0.723 -0.009
H 0.509 -1.355 -1.061
H -0.445 -1.977 0.337
H 1.799 -1.157 0.958
H 1.524 0.415 0.334
H -0.487 0.567 1.973
H 0.321 -0.867 2.760
H 0.366 1.505 -1.618
H 1.705 2.154 -1.402
O 0.944 2.178 -1.998
*
```

Values from the calculation:
HOMO energy, eV: -2.710

***

2) Formula: C4H10NO3
Source: the OMol25 dataset
Level of theory: the ωB97M-V functional and the def2-TZVPD basis

```
! wB97M-V def2-TZVPD RIJCOSX def2/J DEFGRID3
* xyz -1 1
C -0.903 -1.164 1.563
O -0.118 -0.862 2.585
C -0.248 -0.545 0.093
C -1.027 0.004 -1.147
C -0.191 1.101 -1.756
N 1.008 0.572 -2.319
O -0.389 2.278 -1.905
H -0.697 -2.195 1.281
H -1.934 -0.718 1.563
H 0.616 0.005 0.373
H 0.284 -1.423 -0.266
H -1.530 -0.834 -1.656
H -1.885 0.466 -0.666
H 1.781 1.181 -2.518
H 1.240 -0.401 -2.138
H 1.364 1.419 1.711
H 1.039 0.126 2.669
O 1.589 0.991 2.534
*
```

Values from the calculation:
HOMO energy, eV: -3.268

***

3) Formula: C4H10NO3
Source: the OMol25 dataset
Level of theory: the ωB97M-V functional and the def2-TZVPD basis

```
! wB97M-V def2-TZVPD RIJCOSX def2/J DEFGRID3
* xyz -1 1
C 2.593 -0.890 -0.181
C -3.695 -0.177 0.412
C 1.431 0.014 -0.444
C -2.322 0.233 -0.204
N 1.795 1.280 0.080
O 0.763 2.209 -0.368
O -1.818 -0.711 -0.857
O -1.761 1.326 0.161
H 3.067 -0.506 0.831
H 2.316 -1.964 -0.050
H 3.479 -0.771 -0.870
H -3.862 -1.050 -0.235
H -3.736 -0.200 1.557
H -4.440 0.576 0.305
H 1.271 -0.113 -1.611
H 0.524 -0.394 -0.149
H 1.928 1.260 1.049
H -0.225 1.818 -0.269
*
```

Values from the calculation:
HOMO energy, eV: -4.503

***

Which is the most stable structure? 1) is the most stable.

***

1) Formula: C4H10NO3
Source: the OMol25 dataset
Level of theory: the ωB97M-V functional and the def2-TZVPD basis

```
! wB97M-V def2-TZVPD RIJCOSX def2/J DEFGRID3
* xyz -1 1
C 0.674 -0.280 2.979
C -0.150 -1.090 1.997
N -0.805 -0.549 0.941
C -0.443 0.719 0.255
C 0.533 0.503 -0.998
O 0.846 1.703 -1.489
O -0.369 -2.262 2.320
H 1.612 0.182 2.626
H 0.636 -0.756 3.965
H 0.155 0.696 3.027
H -1.101 -1.291 0.323
H -1.344 1.123 -0.174
H 0.076 1.443 0.885
H 1.452 -0.015 -0.718
H -0.066 -0.127 -1.758
H -1.015 -0.564 -4.502
H -0.059 0.524 -4.530
O -0.632 0.042 -5.148
*
```

Values from the calculation:
HOMO energy, eV: -2.947

***

2) Formula: C4H10NO3
Source: the OMol25 dataset
Level of theory: the ωB97M-V functional and the def2-TZVPD basis

```
! wB97M-V def2-TZVPD RIJCOSX def2/J DEFGRID3
* xyz -1 1
C -0.427 0.514 1.588
N 0.476 0.977 0.512
C 1.872 0.567 1.040
C 0.238 0.391 -0.905
C -1.282 0.596 -1.213
O -1.754 1.658 -1.619
O -1.983 -0.453 -1.062
H 0.037 -0.479 2.014
H -1.487 0.512 1.144
H -0.302 1.283 2.441
H 2.308 -0.477 1.065
H 1.993 0.960 2.109
H 2.472 1.260 0.461
H 0.872 0.967 -1.618
H 0.600 -0.668 -0.839
H -1.390 -2.815 -2.407
H -1.222 -1.931 -1.143
O -1.022 -2.862 -1.569
*
```

Values from the calculation:
HOMO energy, eV: -4.644

***

Which is the most stable structure? 2) is the most stable.

***

1) Formula: C4H5FN2
Source: the OMol25 dataset
Level of theory: the ωB97M-V functional and the def2-TZVPD basis

```
! wB97M-V def2-TZVPD RIJCOSX def2/J DEFGRID3
* xyz 0 1
C -1.606 -0.853 0.060
N -0.254 -0.274 -0.025
N 0.819 -1.063 -0.113
C 1.813 -0.228 -0.018
C 1.435 1.159 0.152
C 0.021 0.989 -0.043
F -0.980 1.856 -0.107
H -1.698 -1.588 -0.651
H -1.896 -1.295 0.994
H -2.344 -0.015 -0.123
H 2.777 -0.772 -0.240
H 1.913 2.085 0.113
*
```

Values from the calculation:
HOMO energy, eV: -9.183

***

2) Formula: C4H5FN2
Source: the OMol25 dataset
Level of theory: the ωB97M-V functional and the def2-TZVPD basis

```
! wB97M-V def2-TZVPD RIJCOSX def2/J DEFGRID3
* xyz 0 1
C -1.742 -1.061 -0.132
C -2.093 0.193 0.292
C 0.069 0.043 0.110
C 3.234 0.455 -0.583
N -0.396 -1.134 -0.198
N -0.922 0.871 0.431
F 3.795 -0.195 0.357
H -2.469 -1.853 -0.043
H -3.066 0.526 0.670
H 1.100 0.419 0.270
H 3.299 -0.086 -1.618
H -0.808 1.821 0.443
*
```

Values from the calculation:
HOMO energy, eV: -8.858

***

3) Formula: C4H5FN2
Source: the OMol25 dataset
Level of theory: the ωB97M-V functional and the def2-TZVPD basis

```
! wB97M-V def2-TZVPD RIJCOSX def2/J DEFGRID3
* xyz 0 1
C 1.461 -0.654 -0.363
N 0.142 -0.189 -0.001
C -0.649 -0.722 0.952
N -1.764 0.042 1.119
C -1.625 1.015 0.209
F -2.475 2.115 0.016
C -0.461 0.896 -0.488
H 1.726 -0.675 -1.534
H 1.641 -1.584 0.088
H 2.284 -0.030 -0.020
H -0.182 -1.510 1.571
H -0.099 1.297 -1.550
*
```

Values from the calculation:
HOMO energy, eV: -8.936

***

Which is the most stable structure? 3) is the most stable.

***

1) Formula: C5H10NOS
Source: the OMol25 dataset
Level of theory: the ωB97M-V functional and the def2-TZVPD basis

```
! wB97M-V def2-TZVPD RIJCOSX def2/J DEFGRID3
* xyz -1 1
C 1.167 -0.572 1.351
N 1.446 -0.034 0.046
C 2.740 -0.335 -0.535
C 0.696 1.001 -0.500
O 1.214 1.868 -1.165
C -0.800 0.854 -0.272
C -1.433 -0.477 -0.598
S -2.549 -1.025 0.773
H 0.438 -1.396 1.357
H 2.070 -0.878 1.874
H 0.608 0.178 1.927
H 2.946 0.341 -1.360
H 2.701 -1.353 -0.917
H 3.569 -0.336 0.174
H -1.079 1.139 0.750
H -1.223 1.664 -0.870
H -2.036 -0.364 -1.510
H -0.829 -1.370 -0.746
*
```

Values from the calculation:
HOMO energy, eV: -2.475

***

2) Formula: C5H10NOS
Source: the OMol25 dataset
Level of theory: the ωB97M-V functional and the def2-TZVPD basis

```
! wB97M-V def2-TZVPD RIJCOSX def2/J DEFGRID3
* xyz -1 1
C -0.606 1.645 1.582
C -1.088 0.827 0.369
N -0.728 -0.566 0.459
C 0.582 -0.812 -0.140
C 0.976 0.496 -0.799
O 1.678 1.311 -0.211
C 0.611 -2.035 -1.058
S -0.727 -1.959 -2.310
H 0.136 2.348 1.178
H -0.067 1.048 2.315
H -1.395 2.233 2.050
H -0.313 1.254 -0.441
H -2.161 0.941 0.261
H -1.387 -1.175 -0.018
H 1.325 -1.022 0.639
H 1.104 0.467 -1.896
H 0.452 -2.938 -0.467
H 1.608 -2.062 -1.513
*
```

Values from the calculation:
HOMO energy, eV: -2.803

***

Which is the most stable structure? 1) is the most stable.

***

1) Formula: C3H13O3S
Source: the OMol25 dataset
Level of theory: the ωB97M-V functional and the def2-TZVPD basis

```
! wB97M-V def2-TZVPD RIJCOSX def2/J DEFGRID3
* xyz -1 1
C -1.238 -1.987 -0.435
C -0.596 -1.092 -1.490
C -0.855 0.442 -1.305
S -0.553 1.019 0.406
H -0.893 -1.794 0.574
H -2.328 -1.851 -0.366
H -1.064 -3.033 -0.725
H -1.026 -1.314 -2.474
H 0.484 -1.252 -1.493
H -0.117 0.907 -1.968
H -1.873 0.674 -1.628
H 4.844 -0.389 -0.349
H 4.025 0.138 0.792
O 4.884 0.252 0.358
H -3.888 0.856 -0.056
H -2.672 1.018 0.886
O -3.660 0.937 0.864
H 1.803 -0.828 1.656
H 1.373 0.313 0.623
O 2.141 -0.232 0.998
*
```

Values from the calculation:
HOMO energy, eV: -3.466

***

2) Formula: C3H13O3S
Source: the OMol25 dataset
Level of theory: the ωB97M-V functional and the def2-TZVPD basis

```
! wB97M-V def2-TZVPD RIJCOSX def2/J DEFGRID3
* xyz -1 1
C 0.432 -0.770 2.099
C -0.546 0.350 2.289
C -0.609 1.537 1.340
S -0.851 0.754 -0.527
H 1.326 -0.190 1.763
H 0.702 -1.588 2.942
H 0.059 -1.404 1.315
H -0.347 0.795 3.310
H -1.525 -0.063 2.224
H -1.474 2.190 1.582
H 0.161 2.322 1.176
H 0.752 2.133 -1.272
H 1.159 3.215 -2.235
O 1.387 2.859 -1.402
H -0.309 -2.991 -1.064
H -0.618 -2.660 -2.372
O -0.275 -3.446 -1.896
H 0.912 -1.320 -3.010
H -0.321 -0.447 -2.943
O -0.016 -1.276 -3.321
*
```

Values from the calculation:
HOMO energy, eV: -3.316

***

3) Formula: C3H13O3S
Source: the OMol25 dataset
Level of theory: the ωB97M-V functional and the def2-TZVPD basis

```
! wB97M-V def2-TZVPD RIJCOSX def2/J DEFGRID3
* xyz -1 1
C 2.186 -0.911 0.865
C 1.059 -1.754 0.210
C 0.865 -1.389 -1.327
S -0.237 -0.086 -1.915
H 2.176 -1.035 1.947
H 1.812 0.012 0.428
H 3.267 -1.025 0.561
H 1.548 -2.729 0.292
H 0.139 -1.676 0.793
H 0.629 -2.455 -1.709
H 1.832 -1.123 -1.765
H -0.208 3.107 2.649
H -0.393 4.463 3.007
O -0.067 3.671 3.301
H -3.120 -1.260 -2.082
H -3.674 -0.305 -3.096
O -3.534 -1.231 -2.893
H -0.806 1.510 0.070
H -2.175 1.879 0.406
O -1.301 2.339 0.259
*
```

Values from the calculation:
HOMO energy, eV: -2.935

***

Which is the most stable structure? 1) is the most stable.